Entry 1:
Formula: C12H13NO
Source: the OMol25 dataset
Level of theory: ωB97M-V/def2-TZVPD

XYZ file:
```
27
Properties=species:S:1:pos:R:3:forces:R:3:lowdin_charge:R:1
C -2.7399 2.9438 0.1456 0.76 1.66 -1.75 -0.10
C -2.4354 2.6258 -1.2157 -0.86 -2.33 1.68 -0.09
C -2.2714 2.2147 1.2211 -0.26 2.49 0.33 -0.11
C -1.6550 1.5158 -1.4537 1.36 -1.58 0.71 0.00
C -1.5913 1.0861 0.9338 1.29 -1.92 0.52 -0.09
C -1.1800 0.7273 -0.3374 -1.51 1.02 -1.73 -0.26
C 1.2202 -0.5140 0.7286 -3.68 -0.77 -3.34 0.01
C -0.1364 -1.2907 -1.4982 -0.48 1.05 1.34 -0.51
C 1.6816 0.5977 1.2181 -0.97 -1.20 -0.42 0.08
C 1.0863 -2.1339 -1.1702 1.02 2.49 1.15 -0.04
C 1.3203 -1.9790 0.4073 2.32 1.90 -1.57 -0.29
C 2.7572 -2.4422 0.8460 -1.32 0.41 -3.03 -0.03
N -0.4445 -0.4230 -0.4802 4.01 -0.50 2.81 0.12
O -0.7999 -1.3583 -2.4948 -0.47 -0.54 -1.61 0.07
H -3.0757 3.9771 0.1316 -0.77 -0.20 1.14 0.09
H -3.1504 2.9026 -1.9641 0.39 1.14 -0.63 0.10
H -2.2270 2.6169 2.2612 -0.72 -0.48 -0.95 0.12
H -1.3457 1.1056 -2.4222 -0.53 0.51 0.15 0.11
H -1.2999 0.4467 1.7557 0.23 -0.13 0.03 0.11
H 1.1896 1.5233 1.1992 -1.05 1.05 -0.59 0.06
H 2.5037 0.6324 1.8413 1.95 -0.38 1.13 0.05
H 1.0600 -3.1361 -1.5419 -0.29 -0.63 0.02 0.11
H 1.9167 -1.5963 -1.7014 -0.44 -0.56 0.41 0.14
H 0.4380 -2.4120 0.8001 -0.38 -0.96 1.17 0.13
H 2.6886 -2.8115 1.7857 -0.03 -1.77 2.83 0.03
H 3.4843 -1.6301 0.9361 -0.20 -0.01 -0.70 0.08
H 3.0057 -3.1886 0.0684 0.63 0.23 0.89 0.09
```
Positions in Å, forces in eV/Å.

Summary:
* ΔE to the lowest compared entry with this formula, charge and spin: 83.98 kcal/mol
* strongest force on any atom: 0.0978 hartree/bohr
* HOMO level: -7.97 eV
* total charge: 0

***

Entry 2:
Formula: C3H4ClN
Source: the OMol25 dataset
Level of theory: ωB97M-V/def2-TZVPD

XYZ file:
```
9
Properties=species:S:1:pos:R:3:forces:R:3:lowdin_charge:R:1
C -2.1194 0.6107 0.1505 -0.30 -0.46 -0.16 0.09
C -1.1376 -0.0136 -0.1281 3.27 -0.98 0.20 -0.12
C 0.3109 -0.6239 -0.1777 -2.01 -1.28 3.96 -0.32
N 1.2448 0.4400 0.1431 -0.98 0.30 0.07 -0.57
Cl 2.8798 -0.0088 0.0831 0.05 0.03 -0.30 0.57
H -3.0839 0.9610 0.3968 -0.25 0.38 0.00 0.02
H 0.4760 -1.2360 -1.0576 0.17 0.18 -0.25 0.07
H 0.3951 -1.4680 0.8865 -0.42 2.39 -3.40 0.19
H 1.0343 1.3386 -0.2966 0.48 -0.57 -0.14 0.08
```
Positions in Å, forces in eV/Å.

Summary:
* ΔE to the lowest compared entry with this formula, charge and spin: 82.83 kcal/mol
* strongest force on any atom: 0.0899 hartree/bohr
* HOMO level: -9.22 eV
* total charge: 0

***

Entry 3:
Formula: C5H11NO
Source: the OMol25 dataset
Level of theory: ωB97M-V/def2-TZVPD

XYZ file:
```
18
Properties=species:S:1:pos:R:3:forces:R:3:lowdin_charge:R:1
C -2.1021 0.4828 -0.8092 0.00 0.03 -0.04 -0.08
C -1.4116 -0.4577 0.1795 -0.13 -0.05 0.05 -0.21
N 0.0223 -0.2131 0.3226 0.10 -0.07 -0.23 -0.13
C 0.4839 0.3195 1.5879 0.09 0.05 0.09 -0.05
C 0.8227 -0.4901 -0.7496 -0.05 -0.01 0.06 -0.50
C 2.3105 -0.2063 -0.6222 0.05 -0.01 -0.05 -0.01
O 0.3561 -0.9510 -1.7830 0.10 0.07 0.25 0.04
H -3.1803 0.5176 -0.6205 0.15 -0.04 -0.03 0.07
H -1.9326 0.1458 -1.8334 0.00 0.09 0.14 0.07
H -1.7062 1.4997 -0.7150 -0.08 -0.10 0.04 0.08
H -1.5606 -1.4966 -0.1340 0.01 0.12 0.03 0.12
H -1.8499 -0.3471 1.1770 0.09 -0.01 -0.13 0.11
H 0.1553 -0.3223 2.4149 0.03 0.09 -0.13 0.09
H 1.5724 0.3645 1.6165 -0.17 0.01 -0.01 0.07
H 0.0959 1.3314 1.7653 0.03 -0.14 -0.04 0.09
H 2.7715 -0.4772 -1.5721 -0.07 0.04 0.13 0.08
H 2.7720 -0.7959 0.1771 -0.09 0.07 -0.11 0.08
H 2.5065 0.8520 -0.4184 -0.06 -0.15 -0.02 0.08
```
Positions in Å, forces in eV/Å.

Summary:
* ΔE to the lowest compared entry with this formula, charge and spin: 9.10 kcal/mol
* SMILES: CCN(C)C(C)=O
* strongest force on any atom: 0.0054 hartree/bohr
* HOMO level: -9.15 eV
* total charge: 0

***

Entry 4:
Formula: C22H48F3INO22PTa
Source: the OMol25 dataset
Level of theory: ωB97M-V/def2-TZVPD

XYZ file:
```
99
Properties=species:S:1:pos:R:3:forces:R:3:lowdin_charge:R:1
N -3.9900 -0.9615 1.5911 0.91 -1.32 -1.63 -0.26
Ta -4.1054 -2.7173 0.4541 -0.02 1.57 2.87 1.17
P -5.9952 -1.8430 -1.1527 0.21 -0.51 -0.81 0.12
O -7.3566 -2.6996 -0.7516 -0.35 0.41 -0.01 -0.56
I -6.5391 0.5051 -0.6135 -0.02 0.17 0.23 0.24
C -2.4308 -1.8249 -0.9433 -0.28 -0.08 -0.47 -0.71
F -1.2355 -2.4410 -0.6571 0.14 -0.03 -0.11 -0.05
F -2.6094 -1.9776 -2.2907 0.25 -0.01 -0.05 -0.03
F -2.1212 -0.4875 -0.8048 -0.14 0.07 0.02 -0.03
H -4.0382 -0.0939 1.0654 -0.39 0.22 0.14 -0.09
H -3.0878 -0.9115 2.0611 -0.07 0.03 0.47 -0.04
H -5.4261 -3.4307 1.5370 -0.06 -0.24 -0.50 -0.17
H -4.0770 -4.2388 -0.6173 0.17 0.34 -0.25 -0.17
H -2.7782 -3.5026 1.4577 -0.21 -0.15 0.10 -0.16
H -7.5645 -2.5731 0.1775 0.05 -0.35 0.31 0.00
C 0.7874 -4.2380 -2.0839 -0.04 0.21 -0.04 -0.01
O 1.1263 -5.6368 -2.1020 -0.06 0.11 -0.22 0.02
C 1.7326 -6.0749 -1.0165 -0.12 -0.01 0.04 -0.62
O 2.0312 -5.4249 -0.0468 -0.04 -0.02 0.04 0.10
O 1.9706 -7.3818 -1.1685 0.06 -0.12 -0.01 0.00
C 2.6095 -7.9990 -0.0521 -0.01 -0.12 0.02 -0.04
H 0.3019 -4.0178 -3.0283 -0.04 -0.20 -0.06 0.10
H 0.1035 -4.0102 -1.2745 0.08 -0.10 0.06 0.08
H 1.6863 -3.6299 -2.0012 0.05 -0.05 0.11 0.10
H 1.9902 -7.9179 0.8387 0.02 0.07 0.04 0.10
H 3.5855 -7.5557 0.1340 0.00 0.06 0.04 0.08
H 2.7320 -9.0443 -0.3182 -0.03 -0.01 -0.07 0.09
C 8.7601 -2.7035 1.9183 0.14 0.02 0.00 -0.05
O 8.0151 -3.6423 1.1443 0.09 -0.01 -0.01 0.00
C 6.6900 -3.5486 1.3056 0.03 -0.02 -0.02 -0.63
O 6.1345 -2.7636 2.0268 -0.06 0.09 0.10 0.12
O 6.1142 -4.4617 0.5416 -0.14 -0.10 -0.07 0.01
C 4.6728 -4.4821 0.6038 0.18 0.08 0.04 -0.03
H 9.8056 -2.8904 1.6925 0.00 -0.06 -0.05 0.09
H 8.5017 -1.6838 1.6410 -0.06 0.02 0.04 0.10
H 8.5823 -2.8524 2.9813 -0.07 0.04 0.02 0.09
H 4.2638 -3.5326 0.2710 -0.01 0.05 0.05 0.10
H 4.3372 -4.7004 1.6133 -0.01 0.05 0.04 0.10
H 4.3543 -5.2665 -0.0610 0.09 -0.12 -0.12 0.06
C 0.2951 1.4051 5.2401 0.07 0.00 0.13 -0.04
O 0.6724 1.9734 3.9845 0.04 0.03 0.08 0.00
C -0.1992 1.7305 3.0007 0.12 0.06 -0.17 -0.63
O -1.2185 1.1081 3.1030 -0.21 -0.16 0.15 0.13
O 0.2585 2.2972 1.8903 -0.01 0.05 -0.09 -0.02
C -0.5858 2.1025 0.7413 0.03 -0.01 -0.18 -0.01
H 1.0803 1.6746 5.9397 0.05 0.04 -0.04 0.09
H -0.6549 1.8136 5.5773 -0.06 -0.04 -0.04 0.10
H 0.2257 0.3223 5.1656 -0.07 -0.02 -0.03 0.10
H -1.5663 2.5406 0.9107 -0.04 -0.05 0.06 0.10
H -0.6857 1.0457 0.5089 -0.05 -0.02 0.06 0.09
H -0.0915 2.6128 -0.0795 0.07 0.03 0.04 0.09
C 3.3433 6.8027 -2.0502 0.02 0.11 -0.14 -0.04
O 2.9084 6.7734 -0.6887 -0.01 0.12 -0.06 0.00
C 3.0895 5.5985 -0.0830 -0.04 0.03 0.01 -0.63
O 3.5713 4.6194 -0.5866 0.07 -0.11 -0.06 0.13
O 2.6476 5.7034 1.1633 -0.03 0.01 0.17 0.01
C 2.7720 4.5030 1.9407 0.03 -0.06 0.15 -0.02
H 3.1409 7.8050 -2.4140 -0.03 0.05 0.08 0.09
H 4.4101 6.6041 -2.1192 0.01 -0.08 0.00 0.10
H 2.7907 6.0809 -2.6473 0.03 -0.09 0.02 0.10
H 3.8169 4.2135 2.0313 0.03 -0.02 -0.09 0.10
H 2.1950 3.6962 1.5032 0.02 -0.04 -0.06 0.08
H 2.3738 4.7328 2.9233 -0.06 0.11 -0.02 0.10
C -8.7791 -1.4231 -3.2769 0.01 -0.01 0.21 -0.05
O -8.3470 -0.7404 -4.4668 0.08 0.00 0.17 0.01
C -9.1556 -0.8541 -5.4994 0.02 0.02 -0.03 -0.63
O -10.1983 -1.4569 -5.5415 -0.12 -0.06 -0.01 0.11
O -8.6254 -0.1749 -6.5259 0.03 0.05 -0.07 0.00
C -9.4063 -0.2188 -7.7155 0.03 0.06 -0.12 -0.06
H -8.0224 -1.2456 -2.5189 -0.11 0.09 -0.34 -0.05
H -9.7366 -1.0271 -2.9437 -0.05 -0.01 -0.07 0.10
H -8.8599 -2.4917 -3.4568 -0.04 -0.02 -0.07 0.10
H -10.3883 0.2209 -7.5507 -0.05 -0.06 0.02 0.09
H -9.5166 -1.2422 -8.0686 -0.07 -0.03 0.03 0.09
H -8.8637 0.3653 -8.4531 0.06 0.02 0.03 0.09
C -5.2635 -6.3709 6.2273 -0.09 -0.12 0.06 -0.05
O -3.8637 -6.1291 6.3773 -0.03 -0.04 0.07 0.00
C -3.4268 -5.0834 5.6672 0.20 -0.07 -0.04 -0.63
O -4.0949 -4.3843 4.9620 -0.28 0.12 -0.03 0.13
O -2.1167 -4.9553 5.8688 0.09 0.02 0.05 0.00
C -1.5364 -3.8697 5.1305 0.18 0.04 -0.05 -0.03
H -5.4869 -7.2350 6.8461 0.07 -0.02 0.03 0.09
H -5.8409 -5.5146 6.5688 -0.01 0.05 -0.06 0.10
H -5.5074 -6.5877 5.1898 -0.01 0.08 -0.04 0.10
H -1.9821 -2.9234 5.4287 -0.07 0.01 -0.04 0.10
H -1.6689 -4.0162 4.0609 -0.09 0.03 -0.02 0.08
H -0.4787 -3.8736 5.3761 0.01 -0.07 0.05 0.09
C 5.3259 11.0843 -1.4907 -0.06 0.06 0.12 -0.03
O 6.3113 11.5485 -2.4197 -0.03 0.07 0.09 0.01
C 6.5904 10.6861 -3.3922 0.02 0.06 0.04 -0.63
O 6.0952 9.6004 -3.5335 -0.08 -0.16 -0.04 0.12
O 7.5128 11.2305 -4.1820 0.08 0.04 -0.07 0.01
C 7.9072 10.4002 -5.2774 0.10 0.02 -0.11 -0.04
H 5.2020 11.8798 -0.7635 0.05 0.06 -0.02 0.09
H 4.3808 10.8979 -1.9951 0.00 -0.07 -0.04 0.10
H 5.6642 10.1796 -0.9912 -0.01 -0.06 -0.05 0.10
H 7.0583 10.1868 -5.9227 -0.04 -0.06 0.03 0.10
H 8.3416 9.4705 -4.9176 -0.06 -0.05 0.02 0.10
H 8.6531 10.9648 -5.8273 0.01 0.07 0.04 0.09
```
Positions in Å, forces in eV/Å.

Summary:
* strongest force on any atom: 0.0636 hartree/bohr
* HOMO level: -4.64 eV
* total charge: -1